1.
A cluster of 9 separate species, C29H47NO25 in total in a non-equilibrium geometry, computed with ωB97M-V/def2-TZVPD.

```
102
Properties=species:S:1:pos:R:3:forces:R:3:mulliken_charge:R:1
C -3.16582 -5.45196 -1.69625 0.282 -2.035 1.842 -1.2945
C -2.19685 -5.01500 -0.59415 -2.562 2.370 -1.360 0.0673
O -1.37732 -4.07386 -1.35476 0.623 -0.344 0.595 -0.2230
C -0.19218 -3.68549 -0.90210 -0.237 0.229 -0.237 0.8089
O 0.50241 -2.91335 -1.50761 0.421 0.135 -0.159 -0.5306
O 0.07688 -4.23535 0.25995 -1.244 -1.201 1.502 -0.3408
C 1.33272 -4.16587 0.88351 1.271 0.355 -1.421 -0.3671
H -2.59140 -6.10226 -2.34422 -0.105 -0.223 -0.393 0.3537
H -3.51823 -4.63358 -2.24798 -0.603 1.183 -0.569 0.2886
H -4.01170 -6.03836 -1.26624 0.533 0.458 -0.364 0.3910
H -1.74916 -5.78964 -0.07735 1.799 -1.674 0.263 0.4689
H -2.69552 -4.47125 0.20938 -0.101 0.417 -0.272 -0.0087
H 1.99379 -4.83795 0.30051 0.092 0.580 0.523 0.3320
H 1.35459 -4.43851 1.92379 -0.843 -0.519 0.261 0.2754
H 1.64363 -3.13630 0.85852 0.627 0.418 -0.228 -0.0107
C -6.51513 -0.41536 1.72546 -0.996 0.301 0.699 -1.4500
C -5.42806 -1.39672 1.58185 1.903 1.586 0.224 0.9002
O -4.36279 -0.96080 2.52079 1.251 -1.091 -0.347 -0.4202
C -3.15280 -1.61955 2.31552 -2.328 0.588 -0.285 0.7659
O -3.07723 -2.53802 1.53749 0.611 -0.120 0.185 -0.5845
O -2.19866 -1.07278 3.04343 0.185 -0.488 -0.016 -0.3451
C -0.89805 -1.73661 2.94892 -0.443 -0.213 0.028 0.2809
H -7.07019 -0.23052 0.81011 -0.074 -0.168 -0.040 0.3168
H -6.15910 0.51785 2.11632 0.421 0.625 -0.133 0.3267
H -7.15873 -0.78596 2.51097 -0.705 0.060 0.037 0.4101
H -5.00678 -1.39348 0.61092 0.462 -0.005 -0.959 -0.5435
H -5.75930 -2.36503 1.77369 -0.232 -1.757 0.651 0.3463
H -0.81897 -2.51090 3.75436 0.006 0.856 -0.587 0.3155
H -0.18530 -0.91697 3.01642 0.052 -0.284 0.317 -0.0939
H -0.80351 -2.20863 1.96708 -0.058 0.051 0.275 -0.2775
O -1.36723 2.26316 1.71484 0.289 0.339 -0.089 -0.3446
C -0.18769 2.17588 1.90599 0.301 -0.716 -0.002 0.2814
O 0.35670 1.49615 2.90308 -1.463 -1.153 1.697 -0.3825
C 1.73637 1.31897 2.77818 1.261 -0.218 -1.070 0.2689
C 2.07309 2.31721 1.67940 0.625 0.205 0.130 -0.3067
O 0.79667 2.67026 1.17457 -0.432 0.922 -1.604 -0.1426
H 2.20975 1.54732 3.72766 0.082 -0.233 0.002 0.4465
H 2.01584 0.32981 2.36506 -0.509 0.242 0.819 -0.0751
H 2.69637 1.89708 0.89425 -0.240 -0.055 -0.117 -0.0870
H 2.54262 3.21794 2.03877 0.173 0.399 0.181 0.4273
O 2.31382 5.43631 -1.26639 0.091 0.241 -0.770 -0.5389
C 3.19973 4.82516 -1.77823 -0.578 0.830 -0.560 0.6527
O 3.78232 3.80606 -1.16422 1.243 -0.801 -0.257 -0.2220
C 5.00944 3.47520 -1.86157 -0.916 -0.570 -0.385 0.1589
C 4.77486 4.09053 -3.22406 -0.155 0.350 0.284 -0.4394
O 3.75242 5.06252 -3.04767 -0.894 -0.375 2.043 -0.3771
H 5.83257 3.87277 -1.32379 0.714 0.607 0.512 0.2646
H 5.14042 2.39961 -1.93745 -0.279 -0.068 0.256 -0.1006
H 4.47912 3.37301 -3.94360 -0.616 -0.849 -0.689 0.3116
H 5.59902 4.60317 -3.62765 1.329 0.579 -0.332 0.3153
O 4.31282 -0.47743 2.63671 -0.889 0.608 -0.010 -0.4565
C 5.43231 -0.83536 2.70139 1.113 -1.178 0.159 0.5995
O 5.79290 -2.15627 2.52527 0.122 1.066 -0.160 -0.3174
C 7.21237 -2.27628 2.62536 -0.348 1.008 -0.042 -0.3356
C 7.69829 -0.83327 2.80643 -0.502 0.266 -1.099 -0.3099
O 6.50552 -0.07032 3.01866 -0.585 -0.587 -0.145 -0.3334
H 7.42251 -2.83061 3.50961 0.281 -0.787 0.500 0.3302
H 7.62463 -2.71609 1.73163 -0.028 -0.340 -0.191 0.2601
H 8.16458 -0.42369 1.90260 0.087 -0.199 0.269 0.1948
H 8.31702 -0.72847 3.66328 0.632 0.215 0.626 0.3259
O -5.26286 -2.34325 -1.82154 -1.122 2.629 -1.574 -0.5079
C -5.43246 -1.22193 -2.28753 2.096 -0.805 1.844 0.5718
O -5.81121 -0.84760 -3.52657 -0.845 -2.228 1.151 -0.3790
C -5.47760 0.48498 -3.74427 -0.412 1.060 -3.589 -0.3698
C -5.28485 1.07065 -2.42243 -0.838 0.490 2.235 0.1762
O -5.01849 -0.08345 -1.57509 -0.834 -0.926 -1.287 -0.0782
H -4.57154 0.43097 -4.36141 -0.053 0.486 0.043 0.2788
H -6.32491 0.96754 -4.37756 1.522 -0.702 1.176 0.2467
H -6.23849 1.52022 -2.11386 0.180 -0.088 0.331 0.2391
H -4.49892 1.78693 -2.22928 0.330 0.101 -0.371 -0.0473
O 5.98700 -0.04540 -0.07454 1.240 0.566 0.952 -0.5098
C 5.15357 -0.57329 -0.71174 -1.252 -2.041 -0.986 0.6351
O 4.95317 -1.96718 -0.76163 -0.360 2.193 -0.364 -0.4581
C 3.63579 -2.14524 -1.41250 1.697 1.359 1.262 0.3172
C 3.54763 -0.93618 -2.26830 1.183 0.634 -1.699 -0.3799
O 4.28318 0.08362 -1.51276 0.028 -1.381 -0.183 -0.2164
H 3.67935 -3.07487 -1.88246 -0.307 -1.346 -0.846 0.4659
H 2.93094 -2.04967 -0.63462 -1.053 -0.388 0.747 -0.3085
H 2.56582 -0.55555 -2.42358 -0.786 0.121 0.008 0.1227
H 4.04847 -1.09079 -3.27626 -0.373 0.321 1.158 0.2524
O 1.40193 -0.23643 -0.07640 -0.220 -0.526 -0.059 -0.3924
C 0.31066 -0.28355 -0.58551 0.130 1.783 -1.351 -0.2302
O 0.07183 0.19110 -1.84623 -2.450 -0.974 0.192 -0.5548
C -1.45755 -0.01635 -2.14375 1.486 -0.171 2.150 -0.3462
C -2.02136 -0.26432 -0.66022 1.519 0.237 -2.038 -0.0367
O -0.79475 -0.60798 0.04247 -1.290 -0.970 0.802 0.8559
H -1.82739 0.91982 -2.56480 0.178 -0.280 -0.081 0.3358
H -1.56007 -0.93020 -2.76867 0.201 0.808 0.338 0.3280
H -2.80411 -1.01118 -0.65953 0.493 -0.780 0.243 -0.1545
H -2.43307 0.59004 -0.16844 0.032 0.866 -0.015 -0.0059
C -2.71200 4.97641 1.62233 0.333 -0.197 -0.624 -0.8603
N -2.56557 4.49801 0.24739 0.479 0.566 0.919 0.1374
C -1.33918 4.94427 -0.41449 -0.023 -0.824 0.443 -0.8677
C -3.15488 3.36017 -0.08459 1.966 0.478 -3.360 0.0529
O -2.96498 2.81186 -1.18076 -0.335 -0.143 0.576 -0.7634
H -2.93283 6.02478 1.56674 -0.382 0.612 0.234 0.3253
H -1.78069 4.87845 2.18715 -0.055 -0.271 -0.074 0.2587
H -3.50537 4.41783 2.10933 -0.025 0.120 0.142 0.3216
H -1.25477 4.60018 -1.44069 -0.290 -0.008 0.062 0.2486
H -1.28378 6.01041 -0.35659 0.023 0.715 -0.113 0.3656
H -0.50984 4.52217 0.16297 0.117 0.112 -0.230 0.2012
H -3.79623 2.98591 0.62381 -1.841 -1.045 1.845 0.5033
```
Positions in Å, forces in eV/Å.

Properties
Charge: 0
Frontier orbital gap (eV): 9.7
HOMO energy (eV): -9.010
Multiplicity: 1
SMILES: CCOC(=O)OC.CCOC(=O)OC.O=C1OCCO1.O=C1OCCO1.O=C1OCCO1.O=C1OCCO1.O=C1OCCO1.O=C1OCCO1.CN(C)C=O



2.
A structure of composition C29H48AlNP3SSe in a non-equilibrium geometry, computed with ωB97M-V/def2-TZVPD.

```
84
Properties=species:S:1:pos:R:3:forces:R:3:mulliken_charge:R:1
Al 0.09914 0.26221 0.05698 -0.611 -2.207 -0.290 -1.2723
P -1.68968 -1.91816 -0.46785 -0.146 -1.397 -0.533 0.6950
P -0.45848 1.09735 -2.18877 -0.355 0.655 -1.248 1.4138
P -0.72006 0.14181 2.38817 -0.399 -0.244 1.338 1.1459
H 1.29201 4.01765 -0.01747 -1.092 -0.421 -0.250 0.4177
C 1.01782 3.23396 0.70355 2.756 -1.786 -0.528 -0.7272
C 1.29529 1.84245 0.47524 1.201 4.915 0.953 -1.1297
H 1.85035 1.59572 -0.45510 -0.498 0.703 0.314 0.7833
C -3.52251 -2.00035 -0.54220 -0.155 0.782 0.155 -1.4984
C -1.37095 -2.73452 -2.07773 0.388 0.185 -0.348 -0.6155
C -1.40305 -3.38315 0.59327 0.317 0.138 0.522 -0.9066
C -0.31988 2.90180 -2.26438 0.005 0.151 0.247 -1.1529
C 0.70915 0.58627 -3.50647 0.230 -0.363 0.289 -1.4345
C -2.06244 0.83833 -3.04282 -0.262 -0.337 0.373 -0.8266
C -0.64642 1.72119 3.28245 -0.083 0.304 -0.177 -1.2953
C 0.35096 -0.94932 3.41161 0.204 -0.179 -0.498 -1.3548
C -2.41131 -0.44922 2.76823 -0.250 -0.078 -0.291 -1.0806
H 1.01282 3.65855 1.70979 -0.730 -0.419 -0.052 0.3692
H 1.85903 1.53210 1.37695 -0.830 -0.469 -0.135 0.8453
H -3.86677 -3.01475 -0.78051 0.326 0.202 0.052 0.5005
H -3.89074 -1.31918 -1.31426 -0.082 -0.035 0.126 0.3901
H -3.95052 -1.70225 0.41680 -0.118 0.003 -0.119 0.3939
H -1.97369 -3.64707 -2.17656 0.019 0.307 0.126 0.5367
H -0.32338 -3.01765 -2.20647 -0.137 0.100 0.135 -0.1692
H -1.62441 -2.05002 -2.88693 -0.063 -0.191 -0.131 0.3548
H -2.21038 -4.11791 0.48316 0.184 0.230 -0.112 0.4961
H -1.36527 -3.08150 1.64019 0.013 -0.193 0.090 0.2883
H -0.44978 -3.85217 0.33661 -0.156 0.085 0.053 0.0876
H -0.40406 3.20659 -3.31068 0.000 0.021 0.108 0.5358
H 0.62483 3.26243 -1.86184 0.066 -0.057 -0.236 0.3076
H -1.13413 3.34745 -1.68912 -0.038 0.008 -0.059 0.1214
H 0.43848 1.15287 -4.41057 0.151 -0.191 0.299 0.6903
H 0.61402 -0.49062 -3.70279 -0.059 0.298 -0.003 0.2123
H 1.75232 0.78990 -3.22772 -0.294 0.071 -0.165 0.3985
H -1.96553 1.07515 -4.11267 0.192 0.069 0.367 0.5389
H -2.84303 1.48032 -2.61012 0.277 -0.253 -0.048 0.0896
H -2.36414 -0.21171 -2.97419 -0.085 0.289 0.017 0.1277
H -0.73936 1.56298 4.36240 -0.024 -0.113 -0.206 0.5205
H -1.47468 2.35660 2.95469 0.068 0.048 0.012 0.3477
H 0.28968 2.24954 3.09827 -0.047 -0.124 0.123 0.3555
H 0.09746 -0.90763 4.48025 -0.134 0.177 -0.369 0.5613
H 1.40046 -0.65341 3.29636 -0.132 -0.074 0.055 0.2977
H 0.24468 -1.98546 3.06909 0.083 0.168 0.069 0.2921
H -2.53452 -0.63064 3.84706 0.265 0.138 -0.293 0.5194
H -2.63283 -1.38842 2.24618 0.083 0.259 0.161 0.2131
H -3.15905 0.29867 2.46906 0.245 -0.147 -0.009 0.3603
C -3.87607 4.32311 1.03688 0.706 1.020 0.999 0.0864
C -2.75180 5.15362 1.24048 -0.858 0.143 -0.104 -0.1993
C -2.83041 6.21530 2.14154 -0.021 0.169 0.396 -0.6873
C -3.98747 6.40969 2.90762 -0.018 -0.209 -0.210 -0.3953
C -5.03668 5.47816 2.82374 0.423 0.214 0.183 -0.5705
C -4.96872 4.40920 1.91899 0.005 0.276 -0.438 -0.1945
Se -3.91015 3.30478 -0.57518 -0.082 -0.868 0.734 -0.0058
H -4.16470 2.08817 0.23525 -0.051 -0.084 -0.571 0.0593
H -1.86523 5.03338 0.62323 -0.137 0.074 -0.072 0.4021
H -1.99574 6.92129 2.23526 -0.354 -0.357 -0.041 0.3747
H -4.08010 7.28852 3.56455 0.088 -0.588 -0.359 0.3898
H -5.90557 5.64738 3.47017 0.279 -0.375 -0.374 0.3818
H -5.78244 3.68201 1.83939 0.138 0.448 -0.040 0.4057
N 1.76149 -0.73617 0.03990 -0.132 0.474 0.422 0.5588
S 2.81609 -0.99149 -1.22946 -0.197 -1.245 0.522 -0.0764
C 4.29036 -1.54416 -0.38246 1.191 0.218 0.432 0.4897
C 4.26550 -1.95961 0.94801 0.224 -0.066 0.507 0.2504
C 5.46940 -2.17168 1.64305 -0.026 0.293 -0.430 -1.0369
C 6.68246 -2.02615 0.96472 0.112 -0.138 -0.471 -0.4498
C 6.71141 -1.73715 -0.40777 -0.458 0.060 -0.079 -0.7335
C 5.51453 -1.46566 -1.07156 -0.660 0.163 0.050 -0.3957
C 2.19368 -2.55480 -1.77260 -0.279 -0.044 -1.169 1.0777
C 2.12297 -2.77524 -3.15830 0.112 -0.273 0.751 -0.6609
C 1.81066 -4.07116 -3.58104 -0.109 -0.163 0.022 -0.8993
C 1.62119 -5.09658 -2.63703 0.447 0.114 0.326 -0.5962
C 1.65920 -4.82823 -1.25352 -0.112 0.690 -0.243 -0.6716
C 1.89237 -3.51849 -0.82028 0.201 -0.400 -0.143 -0.3805
H 2.35828 -0.38363 0.80091 -0.345 -0.321 -0.241 0.1703
H 3.32349 -2.15239 1.45253 0.131 0.209 0.074 0.2341
H 5.48187 -2.40259 2.71472 -0.184 -0.063 -0.561 0.4252
H 7.63307 -2.17493 1.47195 -0.266 0.013 0.056 0.4309
H 7.64365 -1.68863 -0.98054 -0.328 -0.017 0.427 0.4241
H 5.47834 -1.19195 -2.12238 0.331 0.043 0.073 0.4555
H 2.33931 -1.95011 -3.84335 -0.028 -0.488 0.062 0.5800
H 1.72531 -4.28289 -4.65023 0.123 -0.011 0.405 0.4832
H 1.52874 -6.14012 -2.94966 -0.223 0.458 -0.084 0.4587
H 1.50439 -5.60549 -0.50563 0.010 0.054 -0.348 0.4881
H 1.88984 -3.21208 0.22902 0.051 -0.448 -0.344 0.5827
```
Positions in Å, forces in eV/Å.

Properties
Charge: +3
Frontier orbital gap (spin up / spin down) (eV): 4.8 / 4.8
HOMO energy (spin up / spin down) (eV): -15.064 / -15.064
Multiplicity: 1



Question: What is the multiplicity in the second record?
Answer: 1



Question: Which formula does entry 1 have?
Answer: C29H47NO25



Question: Which value of charge does entry 2 give?
Answer: +3